2 unconnected molecules or ions with the total composition C5H8O. Source: the OMol25 dataset; level of theory: ωB97M-V/def2-TZVPD.

Last columns: bonded neighbours and bond lengths (Å).
Geometry (Å):
1 C -1.9620 0.5617 -0.3264  C2 1.312, H5 1.086, H6 1.086
2 C -1.4677 -0.1034 0.6902  C1 1.312, C3 1.274
3 C -0.5829 -0.5333 1.5002  C2 1.274, C4 1.315
4 C 0.5272 -0.8046 2.1509  C3 1.315, H7 1.086, H8 1.085
5 H -2.1710 1.6236 -0.2392  C1 1.086
6 H -2.0796 0.1021 -1.3037  C1 1.086
7 H 0.8997 -0.1259 2.9120  C4 1.086
8 H 1.1112 -1.6920 1.9323  C4 1.085
9 C 1.0057 -0.0001 -1.5286  O10 1.406, H11 1.093, H12 1.098, H13 1.104
10 O 0.7719 1.0947 -0.6777  C9 1.406, H14 0.968
11 H 0.9475 0.3741 -2.5542  C9 1.093
12 H 2.0026 -0.4295 -1.3622  C9 1.098
13 H 0.2604 -0.8061 -1.4155  C9 1.104
14 H 0.7369 0.7387 0.2220  O10 0.968

As for the energy relative to the best compared isomer or geometry (same formula, charge and spin): 89.0 kcal per mole. The total energy is -270.416118 hartree. For the LUMO energy, the calculation gives 0.1 eV. For the molar mass, the calculation gives 84.1 g mol⁻¹. As for the SMILES: C=C=C=C.CO. The frontier orbital gap comes out at 0.3413 Eh.